Density functional theory data (ωB97M-V/def2-TZVPD) for an isolated molecule of C24H23N3O4.

Output
Electronic energy ... -37923.541 eV
Relative energy (zero: lowest compared OMol25 entry of this formula, charge and spin) ... 0.000 eV
HOMO energy ... -8.400 eV
Kohn-Sham gap ... 8.99 eV
SMILES ... O=C(CCCn1c(=O)c2ccccc2n(Cc2ccccc2)c1=O)NCc1ccco1

Geometry as XYZ:
```
54
Properties=species:S:1:pos:R:3:mulliken_charge:R:1
C -0.37 1.40 0.98 0.533
H 2.88 2.34 0.80 0.338
C 5.87 0.28 -0.89 -0.534
H 5.79 0.20 -3.03 0.382
H -2.37 -1.82 1.65 0.542
O 1.32 -2.11 2.02 -0.674
H -2.82 -2.15 -1.21 0.239
O -2.44 0.28 1.24 -0.653
H -6.63 0.35 0.89 0.456
C -0.93 -1.36 -1.22 0.457
N -2.25 -1.36 -1.48 -0.037
H -2.03 2.64 0.54 0.441
C 1.81 2.40 0.77 -0.869
H -1.11 -2.57 2.67 0.440
H -5.32 2.70 0.45 0.487
C 3.76 0.02 0.26 0.565
H -0.48 -3.42 -1.46 0.535
H 2.05 -0.26 -1.02 0.514
C 0.83 -1.05 1.68 0.897
C -0.17 3.70 0.32 -0.876
H 3.40 0.67 2.27 0.482
H -2.00 -3.69 0.35 0.467
C 1.03 1.28 1.06 1.401
O -4.09 1.56 -0.75 -0.327
H -3.36 -0.45 -2.99 0.370
H -0.62 4.63 0.02 0.431
C 3.85 -0.05 -2.14 -0.755
H 3.18 -1.07 2.00 0.519
N 1.58 0.07 1.44 0.144
C -0.96 2.60 0.61 -0.702
N -0.54 -0.93 1.52 -0.038
C -0.38 -2.67 -0.68 -0.798
H 6.93 0.44 -0.85 0.385
C -1.22 0.25 1.25 0.467
C -1.32 -2.14 1.68 -1.205
H -5.28 -1.47 -0.58 0.517
C -2.95 -0.20 -2.00 -0.943
C 3.12 -0.11 -0.97 0.270
C 1.21 3.59 0.40 -0.702
C -1.05 -3.21 0.60 -0.740
C 3.02 -0.07 1.57 -1.957
H 1.83 4.44 0.17 0.418
C 5.14 0.22 0.28 -0.685
H -2.21 0.60 -2.11 0.406
C -4.04 0.26 -1.09 0.474
H -0.39 -3.97 1.01 0.437
C -5.06 -0.42 -0.49 -0.378
C -5.77 0.53 0.28 -0.635
C 5.22 0.15 -2.11 -0.430
C -5.13 1.71 0.08 -0.422
H 3.34 -0.15 -3.09 0.448
H 0.68 -2.52 -0.49 0.192
O -0.21 -0.40 -1.45 -0.697
H 5.64 0.32 1.24 0.403
```